No. 1
C4H7O2S | ωB97M-V with the def2-TZVPD basis set

Structure (XYZ):
```
14
Properties=species:S:1:pos:R:3:mulliken_charge:R:1
C -0.081 -3.642 0.766 0.582
C -1.183 1.180 0.384 -1.410
C 1.298 1.121 0.106 -1.270
C -0.047 0.468 -0.327 0.172
O 0.864 -3.828 1.434 -0.375
O -1.087 -3.567 0.202 -0.292
S -0.222 0.852 -2.074 -0.406
H -1.011 2.233 0.448 0.355
H -1.475 0.689 1.338 0.259
H -2.031 1.016 -0.233 0.392
H 2.139 0.545 -0.333 0.283
H 1.319 1.066 1.103 0.337
H 1.304 2.167 -0.311 0.328
H 0.213 -0.301 -2.504 0.046
```

For the HOMO-LUMO gap, the calculation gives 4.47 eV. The HOMO energy comes out at -1.38 eV. As for the charge: -1. For the lowest unoccupied orbital energy, the calculation gives 3.092 eV.

=====

No. 2
C21H48O21S5 | ωB97M-V with the def2-TZVPD basis set

Structure (XYZ):
```
95
Properties=species:S:1:pos:R:3:mulliken_charge:R:1
C -3.751 0.784 3.291 -1.583
C -3.219 0.846 1.955 0.713
O -4.389 1.114 1.012 -0.336
S -4.261 0.638 -0.476 1.325
C -5.882 0.942 -1.269 -1.401
O -3.241 1.446 -1.116 -0.551
O -3.939 -0.811 -0.407 -0.636
H -2.823 0.703 3.960 0.317
H -4.375 0.034 3.288 0.577
H -4.181 1.751 3.727 0.283
H -2.602 1.722 1.837 -0.146
H -2.741 0.050 1.662 0.107
H -5.693 0.826 -2.225 0.495
H -6.108 1.991 -1.267 0.385
H -6.592 0.455 -0.756 0.430
C -0.468 3.952 4.925 -0.633
C 0.878 3.191 4.828 -0.457
O 1.699 3.632 3.856 -0.208
S 3.072 2.766 3.632 1.242
C 3.923 3.253 2.290 -0.679
O 3.818 3.034 4.837 -0.693
O 2.600 1.401 3.439 -0.595
H -0.832 3.957 6.018 0.394
H -1.136 3.401 4.151 -0.077
H -0.430 5.010 4.528 0.230
H 1.401 3.494 5.830 0.246
H 0.748 2.131 4.992 0.472
H 4.592 4.099 2.179 0.405
H 3.409 3.312 1.272 0.078
H 4.737 2.431 2.156 0.332
C 3.416 -3.880 2.131 -1.223
C 2.228 -4.771 1.883 0.037
O 1.093 -4.128 2.317 -0.203
S -0.284 -5.057 2.375 1.211
C -1.615 -4.030 2.815 -0.794
O -0.516 -5.512 1.082 -0.573
O -0.029 -6.018 3.462 -0.692
H 3.548 -3.910 3.233 0.337
H 3.283 -2.860 1.977 0.341
H 4.313 -4.333 1.559 0.302
H 1.911 -5.038 0.838 0.123
H 2.473 -5.811 2.423 0.264
H -2.558 -4.482 2.891 0.447
H -1.587 -3.275 2.027 0.088
H -1.541 -3.636 3.862 0.336
C -1.706 5.407 1.738 -1.700
C -0.338 5.458 1.258 -0.119
O -0.468 5.223 -0.132 -0.371
S 1.063 5.199 -0.820 1.065
C 0.752 5.515 -2.493 -0.759
O 1.765 6.325 -0.272 -0.680
O 1.592 3.921 -0.632 -0.456
H -1.736 5.020 2.704 0.327
H -2.468 4.758 1.359 0.380
H -2.173 6.384 1.714 0.370
H -0.020 6.264 1.506 1.089
H 0.352 4.642 1.769 -0.019
H 0.226 4.691 -2.696 0.193
H 1.729 5.541 -3.085 0.329
H 0.024 6.422 -2.579 0.297
C -0.013 -4.244 -2.640 -0.229
C 1.433 -4.634 -2.863 -0.178
O 1.456 -5.663 -3.827 -0.251
S 2.803 -5.981 -4.665 1.211
C 2.388 -7.536 -5.478 -1.023
O 2.909 -5.014 -5.688 -0.603
O 3.851 -6.219 -3.742 -0.625
H -0.716 -4.444 -3.504 0.295
H 0.132 -3.139 -2.478 -0.292
H -0.623 -4.661 -1.703 0.123
H 1.968 -3.667 -3.309 0.238
H 1.984 -4.962 -1.931 0.260
H 2.281 -8.296 -4.894 0.459
H 3.092 -7.812 -6.345 0.302
H 1.297 -7.667 -5.995 0.284
O -0.216 -2.379 -0.107 -0.601
C 0.203 -1.152 -0.240 0.318
O -0.633 -0.123 0.080 0.055
C 0.050 1.078 -0.051 0.647
C 1.421 0.595 -0.365 -0.440
O 1.283 -0.793 -0.484 -0.190
H -0.155 1.572 -1.036 -0.127
H -0.043 1.978 0.803 -0.192
H 2.011 0.917 0.443 0.365
H 1.945 1.282 -1.119 0.271
O 1.021 -1.268 -3.467 -0.490
C 0.147 -0.524 -3.867 0.384
O 0.089 -0.155 -5.243 -0.413
C -0.726 0.959 -5.471 -0.248
C -1.395 0.988 -4.104 -0.304
O -0.703 0.254 -3.196 0.076
H -0.074 1.734 -5.695 0.234
H -1.391 0.980 -6.403 0.263
H -2.402 0.515 -4.298 0.173
H -1.628 1.895 -3.499 0.269
```

For the HOMO-LUMO gap, the calculation gives 9.50 eV. The HOMO energy comes out at -9.67 eV. The SMILES is CCOS(C)(=O)=O.CCOS(C)(=O)=O.CCOS(C)(=O)=O.CCOS(C)(=O)=O.CCOS(C)(=O)=O.O=C1OCCO1.O=C1OCCO1. For the lowest unoccupied orbital energy, the calculation gives -0.175 eV.

=====

No. 3
CH6OS | ωB97M-V with the def2-TZVPD basis set

Structure (XYZ):
```
9
Properties=species:S:1:pos:R:3:mulliken_charge:R:1
O -0.275 0.678 -2.050 -0.524
H -0.347 1.710 -1.921 0.455
H -1.121 0.328 -1.648 0.421
H 0.501 0.078 -1.752 0.349
C 0.312 -0.449 1.561 -0.649
S -0.103 -1.897 0.477 -0.609
H 1.315 -0.457 1.956 0.240
H 0.132 0.491 1.019 0.095
H -0.414 -0.482 2.359 0.221
```

For the HOMO-LUMO gap, the calculation gives 5.15 eV. The HOMO energy comes out at -6.56 eV. For the lowest unoccupied orbital energy, the calculation gives -1.409 eV.

=====

No. 4
H4N2O3Si | ωB97M-V with the def2-TZVPD basis set

Structure (XYZ):
```
10
Properties=species:S:1:pos:R:3:mulliken_charge:R:1
O -0.082 -2.017 -0.210 -0.369
Si 1.360 -1.660 -0.276 0.553
N 1.634 0.100 -0.483 0.795
O 0.775 0.740 -1.044 -0.483
O 2.540 0.592 0.168 -0.521
H 2.774 -2.301 -0.305 0.007
N -2.514 1.164 0.391 -0.695
H -2.790 1.561 1.327 0.221
H -2.131 0.188 0.357 0.249
H -1.568 1.633 0.077 0.244
```

For the HOMO-LUMO gap, the calculation gives 8.04 eV. The HOMO energy comes out at -9.68 eV. The SMILES is O=[SiH][N+](=O)[O-].N. For the lowest unoccupied orbital energy, the calculation gives -1.645 eV.

=====

No. 5
H4N3P | ωB97M-V with the def2-TZVPD basis set

Structure (XYZ):
```
8
Properties=species:S:1:pos:R:3:mulliken_charge:R:1
N -0.605 -0.122 -0.565 -0.373
N 2.323 0.370 -0.946 -0.492
N -1.494 0.499 0.170 -0.186
P 1.083 -0.296 -0.235 0.392
H -2.281 0.725 -0.341 0.236
H -1.306 0.661 1.169 0.237
H 1.155 -1.699 -0.451 0.105
H 1.126 -0.137 1.200 0.080
```

For the HOMO-LUMO gap (alpha / beta), the calculation gives 9.20 / 8.08 eV. Its spin multiplicity is 3. The HOMO energy (alpha / beta) comes out at -8.45 / -8.95 eV. Its expectation value of S² is 2.010. For the lowest unoccupied orbital energy (alpha / beta), the calculation gives 0.754 / -0.880 eV.

=====

Record order is preserved below.
Relative energy (zero: lowest compared OMol25 entry of this formula, charge and spin): 238.0 0.0 360.9 314.2 90.1 kJ/mol